Model a:
{
  "formula": "C5H9F2N",
  "method": "ωB97M-V with the def2-TZVPD basis set",
  "species": ["F", "F", "N", "C", "C", "C", "C", "C", "H", "H", "H", "H", "H", "H", "H", "H", "H"],
  "positions_angstrom": [[2.13, 0.25, 0.97], [2.16, -1.24, -0.60], [0.50, 2.00, -0.64], [1.35, -0.27, 0.04], [-0.73, 0.14, 1.51], [-0.14, -0.40, 0.28], [0.46, 0.67, -0.71], [-0.83, -1.59, -0.44], [-0.41, 2.33, -0.52], [-0.19, 1.13, 1.60], [-1.83, 0.19, 1.33], [-0.48, -0.15, -2.62], [-1.75, -1.74, 0.11], [-0.06, -2.43, -0.34], [-0.98, -1.19, -1.40], [-0.35, -0.41, 2.32], [1.14, 2.71, -0.88]],
  "lowdin_charge": [0.128, 0.042, 0.137, -0.425, -0.030, -0.390, -0.186, -0.028, 0.091, 0.098, 0.114, 0.134, 0.071, 0.114, -0.054, 0.074, 0.110]
}

---

Model b:
{
  "formula": "C5H9F2N",
  "method": "ωB97M-V with the def2-TZVPD basis set",
  "species": ["F", "F", "N", "C", "C", "C", "C", "C", "H", "H", "H", "H", "H", "H", "H", "H", "H"],
  "positions_angstrom": [[-0.46, -0.23, 2.19], [0.15, 1.31, 0.90], [-0.89, -0.05, -1.54], [-1.33, 1.43, -1.55], [2.34, -1.24, 1.60], [0.04, -0.07, 0.93], [-1.04, -0.57, -0.22], [1.42, -0.72, 0.78], [0.15, -0.02, -1.77], [-1.33, 1.96, -0.61], [-2.45, 1.54, -1.88], [2.27, -1.39, 2.67], [-2.05, -0.28, 0.11], [3.34, -1.46, 1.26], [-0.93, -1.71, -0.30], [1.66, -0.61, -0.28], [-0.89, 2.10, -2.31]],
  "lowdin_charge": [0.057, 0.036, -0.108, -0.126, 0.047, -0.466, -0.174, -0.072, 0.113, 0.046, 0.100, 0.060, 0.125, 0.057, 0.139, 0.094, 0.072],
  "smiles": "C=CC(F)(F)CNC"
}

---

If we sort the structures by their calculated energies, the order from most to least stable is model b, model a.

---

Model a:
{
  "formula": "C9H17N2O",
  "method": "ωB97M-V with the def2-TZVPD basis set",
  "species": ["O", "N", "N", "C", "C", "C", "C", "C", "C", "C", "C", "C", "H", "H", "H", "H", "H", "H", "H", "H", "H", "H", "H", "H", "H", "H", "H", "H", "H"],
  "positions_angstrom": [[0.96, -1.52, 2.14], [-0.30, -2.17, -0.88], [-0.42, -0.53, -2.34], [0.34, -0.61, 2.17], [0.32, -2.75, -2.02], [-0.64, -0.84, -1.09], [0.74, 1.76, 1.73], [-0.32, 0.65, 2.26], [-0.46, 0.73, -3.04], [0.05, -1.72, -3.13], [-1.60, 0.74, 1.51], [-0.50, 1.04, 3.77], [-0.94, 1.98, 3.69], [1.56, 1.25, 1.19], [0.50, 1.08, 4.36], [0.88, -1.63, -3.95], [-0.85, -1.96, -3.73], [1.16, 2.32, 2.49], [0.24, 2.43, 0.98], [-1.18, 0.34, 4.22], [0.40, 0.78, -3.60], [-0.46, -2.86, -0.25], [-1.46, 0.44, 0.50], [1.41, -2.81, -2.03], [-2.06, 1.70, 1.69], [-0.06, -3.73, -2.20], [-2.28, -0.05, 1.89], [-0.49, 1.49, -2.37], [-1.30, 0.61, -3.73]],
  "lowdin_charge": [0.400, -0.006, -0.181, 0.037, -0.194, -0.067, 0.044, -0.502, -0.019, -0.112, -0.048, 0.010, 0.077, 0.100, 0.146, 0.152, 0.121, 0.055, 0.118, 0.093, 0.067, 0.073, 0.005, 0.115, 0.111, 0.115, 0.119, 0.061, 0.110],
  "charge": 1
}

---

Model b:
{
  "formula": "C9H17N2O",
  "method": "ωB97M-V with the def2-TZVPD basis set",
  "species": ["O", "N", "N", "C", "C", "C", "C", "C", "C", "C", "C", "C", "H", "H", "H", "H", "H", "H", "H", "H", "H", "H", "H", "H", "H", "H", "H", "H", "H"],
  "positions_angstrom": [[-0.36, -2.09, 1.29], [-1.82, 1.42, -0.38], [-2.37, -1.07, -0.34], [1.50, 2.40, -0.95], [0.77, -2.40, 1.92], [0.54, 1.55, 1.26], [-0.59, 1.05, -1.08], [0.63, 1.28, -0.28], [1.28, -2.35, -0.25], [-1.12, -1.48, -0.88], [-0.09, -2.02, -0.05], [1.82, -2.52, 1.02], [-2.30, -1.17, 0.69], [2.60, 2.01, -0.94], [1.49, 1.59, 1.73], [-2.32, 2.26, -0.70], [-1.52, 1.59, 0.57], [1.63, -2.35, -1.28], [0.94, -2.52, 2.96], [1.26, 2.49, -1.95], [1.33, 3.30, -0.49], [0.00, 2.53, 1.38], [1.10, 0.24, -0.50], [-0.55, 0.81, -2.17], [2.84, -2.75, 1.14], [-1.23, -1.55, -1.91], [0.05, 0.63, 1.70], [-3.07, -1.46, -0.91], [-2.45, 0.58, -0.58]],
  "lowdin_charge": [0.021, 0.136, 0.034, -0.043, -0.078, -0.041, -0.106, -0.417, -0.004, -0.064, -0.268, -0.034, 0.134, 0.128, 0.077, 0.169, 0.112, 0.131, 0.123, 0.039, 0.047, 0.105, 0.136, 0.143, 0.104, 0.104, 0.089, 0.106, 0.116],
  "charge": 1
}

---

If we sort the structures by their calculated energies, the order from most to least stable is model a, model b.

---

Model a:
{
  "formula": "C2H7PS2",
  "method": "ωB97M-V with the def2-TZVPD basis set",
  "species": ["S", "S", "P", "C", "C", "H", "H", "H", "H", "H", "H", "H"],
  "positions_angstrom": [[-1.29, -0.23, -0.58], [2.87, -0.66, 0.29], [-0.63, -2.10, -0.05], [2.35, 0.86, -0.52], [-2.40, 0.15, 0.82], [0.19, -2.17, -1.17], [2.68, 0.85, -1.55], [2.78, 1.71, 0.00], [-2.25, -0.59, 1.60], [-2.15, 1.14, 1.19], [1.26, 0.92, -0.49], [-3.42, 0.13, 0.46]],
  "lowdin_charge": [0.349, 0.472, 0.405, -0.575, -0.474, -0.226, 0.013, 0.016, 0.007, 0.024, -0.037, 0.025]
}

---

Model b:
{
  "formula": "C2H7PS2",
  "method": "ωB97M-V with the def2-TZVPD basis set",
  "species": ["S", "S", "P", "C", "C", "H", "H", "H", "H", "H", "H", "H"],
  "positions_angstrom": [[-1.77, -1.32, -0.27], [1.01, 1.10, -1.45], [-0.21, 2.17, -0.02], [-0.10, -1.71, -0.36], [0.67, -2.05, 0.66], [0.37, 3.45, -0.21], [-1.25, 2.57, -0.98], [1.70, -2.27, 0.45], [0.20, -2.09, -1.34], [-2.00, -0.97, -1.53], [0.25, -2.05, 1.64], [1.54, 0.51, -0.45]],
  "lowdin_charge": [0.717, 0.269, 0.409, -0.726, -0.101, -0.178, -0.136, 0.056, 0.064, -0.139, 0.052, -0.288],
  "smiles": "C=CS.PS"
}

---

Model c:
{
  "formula": "C2H7PS2",
  "method": "ωB97M-V with the def2-TZVPD basis set",
  "species": ["S", "S", "P", "C", "C", "H", "H", "H", "H", "H", "H", "H"],
  "positions_angstrom": [[-0.96, 0.05, -1.53], [-1.29, -0.13, 2.20], [-1.27, -1.99, 1.18], [1.40, 1.42, -1.11], [0.77, 0.39, -1.64], [-2.34, 0.10, 1.52], [2.45, 1.67, -1.27], [1.03, -0.30, -2.50], [0.97, 2.08, -0.34], [-0.10, -1.67, 0.54], [-1.53, 0.75, -0.57], [-0.69, -2.59, 2.22]],
  "lowdin_charge": [0.672, 0.276, 0.438, -0.093, -0.590, -0.297, 0.053, 0.068, 0.063, -0.203, -0.177, -0.209],
  "smiles": "C=CS.PS"
}

---

If we sort the structures by their calculated energies, the order from most to least stable is model b, model c, model a.